(1)
{"formula": "C58H51N5OZr", "method": "ωB97M-V/def2-TZVPD", "homo_energy_ev": [-11.65, -11.65], "e_above_lowest_kj_mol": 0.0, "total_charge": 2, "elements": ["Zr", "C", "C", "C", "C", "C", "C", "C", "C", "C", "C", "C", "N", "C", "C", "C", "C", "C", "C", "C", "C", "C", "C", "C", "C", "C", "N", "C", "C", "C", "C", "C", "C", "C", "C", "C", "C", "C", "C", "N", "C", "C", "N", "C", "C", "C", "C", "C", "C", "H", "H", "H", "H", "H", "H", "H", "H", "H", "H", "H", "H", "H", "H", "H", "H", "H", "H", "H", "H", "H", "H", "H", "H", "H", "H", "H", "H", "C", "C", "C", "C", "C", "C", "C", "C", "C", "C", "C", "C", "H", "H", "H", "H", "H", "H", "H", "H", "H", "H", "H", "H", "H", "H", "H", "H", "H", "H", "C", "C", "N", "O", "H", "H", "H", "H", "H"], "xyz": [[-1.88, -0.44, -0.67], [3.73, -2.72, -5.35], [2.51, -2.76, -6.02], [1.34, -2.45, -5.31], [1.39, -2.28, -3.90], [2.58, -2.42, -3.24], [3.74, -2.59, -3.94], [0.21, -1.89, -3.12], [-0.50, -0.71, -3.47], [-0.36, 0.00, -4.72], [-1.40, 0.88, -4.81], [-2.14, 0.86, -3.56], [-1.56, -0.19, -2.75], [-3.43, 1.45, -3.30], [-4.11, 1.26, -2.09], [-5.30, 1.97, -1.80], [-5.66, 1.68, -0.52], [-4.81, 0.63, -0.04], [-4.83, 0.21, 1.32], [-5.77, 0.81, 2.30], [-7.13, 0.79, 2.00], [-8.07, 1.33, 2.91], [-7.57, 1.99, 4.03], [-6.22, 1.95, 4.37], [-5.32, 1.25, 3.56], [-3.88, -0.76, 1.71], [-2.87, -1.38, 0.96], [-2.28, -2.36, 1.82], [-1.31, -3.35, 1.35], [-0.92, -4.36, 2.43], [-1.22, -5.71, 2.43], [-0.84, -6.54, 3.50], [-0.22, -5.93, 4.58], [0.18, -4.56, 4.57], [-0.20, -3.77, 3.49], [-0.90, -3.42, 0.00], [-0.25, -4.52, -0.63], [0.12, -4.11, -1.90], [-0.25, -2.75, -2.03], [-0.90, -2.28, -0.89], [-2.87, -2.26, 3.10], [-3.92, -1.36, 3.00], [-3.76, 0.45, -0.98], [-4.04, 2.39, -4.28], [-3.28, 3.56, -4.38], [-3.54, 4.52, -5.35], [-4.62, 4.27, -6.26], [-5.23, 3.02, -6.29], [-4.99, 2.11, -5.25], [4.67, -2.79, -5.94], [2.47, -3.02, -7.08], [0.40, -2.33, -5.76], [2.64, -2.16, -2.17], [4.69, -2.68, -3.43], [0.38, -0.15, -5.46], [-1.57, 1.52, -5.62], [-5.72, 2.72, -2.50], [-6.55, 2.06, -0.05], [-7.54, 0.17, 1.14], [-9.14, 1.17, 2.74], [-8.27, 2.50, 4.71], [-5.88, 2.49, 5.23], [-4.26, 1.30, 3.80], [-1.73, -6.08, 1.55], [-1.17, -7.56, 3.58], [-0.03, -6.46, 5.51], [0.64, -4.13, 5.48], [-0.03, -2.72, 3.35], [-0.17, -5.51, -0.17], [0.47, -4.67, -2.73], [-2.46, -2.70, 3.99], [-4.61, -1.27, 3.81], [-2.40, 3.75, -3.72], [-2.86, 5.40, -5.45], [-4.89, 5.06, -6.95], [-5.93, 2.74, -7.09], [-5.47, 1.14, -5.32], [5.10, -0.04, 4.53], [5.38, 0.81, 3.30], [5.54, 2.17, 3.40], [5.65, 2.93, 4.66], [5.65, 2.94, 2.13], [5.89, 4.39, 2.20], [5.68, 2.26, 0.90], [5.67, 2.96, -0.46], [5.74, 0.88, 0.87], [5.97, 0.19, -0.46], [5.52, 0.15, 2.06], [5.27, -1.34, 1.94], [4.87, 0.53, 5.43], [5.96, -0.63, 4.85], [4.28, -0.80, 4.33], [5.38, 2.34, 5.55], [4.91, 3.71, 4.78], [6.61, 3.45, 4.90], [6.71, 4.72, 1.55], [6.19, 4.75, 3.16], [4.98, 4.99, 1.85], [5.34, 3.99, -0.33], [4.95, 2.38, -1.04], [6.65, 3.00, -0.95], [5.01, -0.28, -0.84], [6.65, -0.62, -0.40], [6.38, 0.86, -1.24], [6.03, -2.04, 2.40], [5.35, -1.59, 0.88], [4.26, -1.67, 2.33], [1.18, 1.77, 1.67], [0.55, 1.57, 0.32], [1.16, 2.32, -0.63], [-0.57, 0.92, 0.16], [0.73, 1.28, 2.53], [1.19, 2.84, 1.82], [2.28, 1.40, 1.66], [1.98, 2.84, -0.30], [0.75, 2.40, -1.55]], "mulliken_charge": [3.0781, -0.4097, -0.8439, -0.6120, 0.0251, -0.1408, -0.7419, 1.1892, -0.1858, -1.2293, -1.3758, 0.2785, -0.3146, 1.4823, 0.2315, -1.2761, -1.0059, 0.0911, 1.2734, 0.3102, -0.2736, -0.7446, -0.4108, -0.8776, -0.4837, 0.7027, -0.4569, 0.1961, 1.4141, 0.0106, -0.1774, -0.9388, -0.3989, -0.7448, -0.5076, -0.2701, -0.8738, -1.5276, 0.1223, 0.0813, -1.0541, -1.4428, -0.1096, -0.9425, 0.0829, -0.6454, -0.4907, -0.6792, -0.1031, 0.3681, 0.4011, 0.7552, 0.4426, 0.4261, 0.8560, 0.6127, 0.4752, 0.5513, 0.4079, 0.4195, 0.3760, 0.4377, 0.4417, 0.5854, 0.4067, 0.3718, 0.3616, 0.6271, 0.5893, 0.7223, 0.6147, 0.6140, 0.2996, 0.3616, 0.4149, 0.3979, 0.4505, -2.0152, 1.2946, 0.4787, -1.9140, 0.9694, -2.1973, 0.8732, -2.3605, 1.2722, -2.3486, 0.9488, -1.6500, 0.4218, 0.3608, 0.2233, 0.2364, 0.4446, 0.3570, 0.4407, 0.4034, 0.2861, 0.4171, 0.5063, 0.3877, 0.3690, 0.5693, 0.3691, 0.2928, 0.3368, 0.2456, -1.4719, 0.7425, -0.2348, -0.7014, 0.3664, 0.4464, 0.3114, 0.1909, 0.2628]}


(2)
{"formula": "C5H14N4O", "method": "ωB97M-V/def2-TZVPD", "homo_energy_ev": -18.78, "smiles": "CC[C@@]1(O)[NH2+][C@]1(N)C(N)=[NH2+]", "e_above_lowest_kj_mol": 157.8, "total_charge": 2, "elements": ["C", "C", "C", "O", "N", "C", "N", "C", "N", "N", "H", "H", "H", "H", "H", "H", "H", "H", "H", "H", "H", "H", "H", "H"], "xyz": [[2.75, -0.63, -0.36], [1.92, 0.03, 0.74], [0.68, 0.64, 0.28], [0.25, 1.78, 0.74], [0.25, 0.24, -1.22], [-0.60, -0.18, -0.06], [-0.42, -1.61, 0.02], [-2.15, 0.28, -0.01], [-3.06, -0.66, 0.16], [-2.39, 1.54, 0.19], [3.00, 0.00, -1.27], [3.68, -0.94, 0.00], [2.26, -1.56, -0.77], [2.68, 0.86, 1.04], [1.98, -0.68, 1.67], [0.91, 2.49, 0.76], [0.08, 1.08, -1.80], [1.03, -0.45, -1.66], [-0.04, -1.90, 0.88], [-1.14, -2.10, -0.37], [-2.75, -1.63, 0.14], [-4.07, -0.55, 0.05], [-1.59, 2.06, 0.43], [-3.25, 1.90, 0.43]], "mulliken_charge": [-1.5818, -0.1534, 0.2949, -0.5323, -0.3498, 0.7760, -0.4984, 0.2450, -0.2834, -0.1875, 0.3792, 0.4398, 0.4074, 0.2669, 0.3950, 0.4231, 0.3164, 0.3986, 0.2126, 0.1561, 0.1811, 0.2912, 0.1522, 0.2512]}


(3)
{"formula": "C46H78Br2F3O12P", "method": "ωB97M-V/def2-TZVPD", "homo_energy_ev": -9.06, "smiles": "CCCCCCCCC1=C(P(=O)(O)O)C(=O)C(C(F)(F)F)=C(/C(Br)=C(/C)Br)C1=O.C1CCOC1.C1CCOC1.C1CCOC1.C1CCOC1.C1CCOC1.C1CCOC1.C1CCOC1", "total_charge": 0, "elements": ["C", "C", "C", "C", "C", "C", "C", "C", "C", "C", "P", "O", "O", "O", "C", "O", "C", "C", "F", "F", "F", "C", "C", "Br", "C", "C", "Br", "C", "O", "H", "H", "H", "H", "H", "H", "H", "H", "H", "H", "H", "H", "H", "H", "H", "H", "H", "H", "H", "H", "H", "H", "C", "C", "C", "O", "C", "H", "H", "H", "H", "H", "H", "H", "H", "C", "C", "C", "O", "C", "H", "H", "H", "H", "H", "H", "H", "H", "C", "C", "C", "O", "C", "H", "H", "H", "H", "H", "H", "H", "H", "C", "C", "C", "O", "C", "H", "H", "H", "H", "H", "H", "H", "H", "C", "C", "C", "O", "C", "H", "H", "H", "H", "H", "H", "H", "H", "C", "C", "C", "O", "C", "H", "H", "H", "H", "H", "H", "H", "H", "C", "C", "C", "O", "C", "H", "H", "H", "H", "H", "H", "H", "H"], "xyz": [[2.96, -2.40, -0.12], [4.19, -2.12, -1.00], [3.81, -2.04, -2.50], [4.46, -0.88, -3.27], [3.46, -0.17, -4.21], [3.55, 1.36, -4.18], [2.23, 2.06, -4.53], [1.81, 3.17, -3.53], [0.72, 2.71, -2.61], [0.80, 2.32, -1.32], [2.33, 2.26, -0.36], [2.12, 2.05, 1.08], [3.17, 1.08, -1.02], [3.15, 3.58, -0.70], [-0.46, 1.96, -0.60], [-0.63, 2.20, 0.57], [-1.56, 1.37, -1.44], [-2.51, 0.37, -0.82], [-2.22, -0.85, -1.31], [-2.43, 0.28, 0.49], [-3.78, 0.61, -1.13], [-1.65, 1.75, -2.72], [-2.68, 1.32, -3.67], [-4.20, 2.44, -3.73], [-2.58, 0.28, -4.49], [-3.61, -0.17, -5.48], [-0.99, -0.73, -4.42], [-0.63, 2.70, -3.26], [-0.89, 3.40, -4.20], [2.54, -1.48, 0.27], [2.19, -2.91, -0.71], [3.18, -3.04, 0.73], [4.64, -1.17, -0.70], [4.95, -2.88, -0.84], [4.10, -2.98, -2.97], [2.73, -1.98, -2.56], [5.30, -1.26, -3.86], [4.87, -0.14, -2.59], [2.45, -0.44, -3.89], [3.57, -0.50, -5.24], [3.89, 1.67, -3.19], [4.32, 1.69, -4.88], [2.33, 2.53, -5.50], [1.43, 1.32, -4.60], [2.67, 3.55, -2.99], [1.40, 4.00, -4.10], [2.62, 0.40, -1.42], [4.09, 3.38, -0.81], [-4.54, -0.43, -4.96], [-3.83, 0.64, -6.17], [-3.26, -1.03, -6.04], [-4.45, -4.64, -0.51], [-4.59, -3.31, -1.26], [-3.52, -3.48, -2.34], [-3.47, -4.87, -2.64], [-4.18, -5.61, -1.65], [-5.33, -4.91, 0.07], [-3.60, -4.59, 0.17], [-5.58, -3.23, -1.71], [-4.42, -2.44, -0.63], [-2.54, -3.16, -1.98], [-3.76, -2.92, -3.25], [-5.11, -5.99, -2.07], [-3.57, -6.46, -1.34], [0.29, 4.83, 2.76], [1.80, 4.76, 2.57], [2.24, 6.10, 3.14], [1.31, 6.42, 4.18], [0.18, 5.54, 4.10], [-0.18, 3.85, 2.76], [-0.16, 5.43, 1.97], [2.21, 3.94, 3.15], [2.09, 4.61, 1.53], [2.21, 6.89, 2.39], [3.25, 6.07, 3.57], [0.23, 4.81, 4.92], [-0.74, 6.11, 4.20], [-2.79, 2.01, 3.47], [-2.73, 3.33, 4.25], [-3.81, 3.12, 5.30], [-3.84, 1.72, 5.57], [-3.07, 1.02, 4.59], [-1.88, 1.78, 2.92], [-3.62, 2.03, 2.76], [-1.75, 3.43, 4.73], [-2.89, 4.21, 3.63], [-4.79, 3.43, 4.92], [-3.61, 3.66, 6.22], [-2.14, 0.67, 5.06], [-3.64, 0.15, 4.26], [-0.80, -7.38, -0.47], [0.72, -7.54, -0.56], [1.19, -6.15, -0.11], [0.20, -5.67, 0.81], [-0.95, -6.51, 0.76], [-1.33, -8.33, -0.39], [-1.17, -6.85, -1.35], [1.07, -8.30, 0.15], [1.08, -7.80, -1.55], [1.23, -5.46, -0.97], [2.16, -6.16, 0.38], [-0.99, -7.11, 1.68], [-1.84, -5.88, 0.73], [-1.11, 4.98, 9.44], [-1.89, 4.12, 8.45], [-1.77, 2.74, 9.08], [-1.69, 2.94, 10.49], [-1.48, 4.33, 10.77], [-1.37, 6.04, 9.41], [-0.04, 4.88, 9.26], [-2.94, 4.43, 8.43], [-1.50, 4.16, 7.43], [-0.85, 2.23, 8.74], [-2.62, 2.09, 8.86], [-2.40, 4.75, 11.17], [-0.70, 4.42, 11.52], [-0.22, -1.82, 3.92], [0.69, -0.62, 4.17], [2.06, -1.17, 3.80], [1.83, -2.15, 2.79], [0.44, -2.44, 2.69], [-1.26, -1.56, 3.76], [-0.16, -2.52, 4.77], [0.43, 0.20, 3.49], [0.65, -0.24, 5.19], [2.54, -1.66, 4.66], [2.74, -0.41, 3.41], [0.05, -1.99, 1.77], [0.31, -3.52, 2.62], [2.13, -2.04, -9.74], [2.95, -0.76, -9.74], [2.31, 0.02, -8.60], [1.86, -0.96, -7.66], [1.91, -2.26, -8.25], [2.63, -2.89, -10.21], [1.17, -1.88, -10.24], [4.00, -0.98, -9.52], [2.91, -0.21, -10.69], [1.45, 0.60, -8.94], [3.01, 0.69, -8.10], [2.74, -2.82, -7.80], [0.98, -2.78, -8.02]], "mulliken_charge": [-0.9665, -0.5819, -0.7508, -1.1134, -0.1586, -0.9879, -0.2885, -1.6542, 0.5107, 0.2338, 0.9886, -0.5451, -0.1898, -0.6017, -1.1427, -0.3159, 1.0099, 0.4321, -0.1659, -0.1665, -0.2882, 0.8900, -0.9305, -0.0539, 0.5928, -1.7758, -0.0220, 0.4688, -0.5663, 0.1531, 0.1721, 0.4143, 0.3227, 0.4995, 0.5294, 0.2243, 0.5730, 0.4667, -0.0031, 0.3116, 0.4485, 0.4935, 0.4939, 0.1536, 0.5973, 0.4538, 0.1324, 0.3404, 0.4008, 0.4466, 0.4130, -0.3257, -0.4985, 0.2583, -0.4557, -0.3814, 0.4194, 0.0023, 0.3259, 0.2536, -0.0649, 0.0376, 0.3021, 0.1338, 0.2946, 0.3703, -0.6410, -0.4712, -0.3082, -0.3172, 0.2129, 0.1098, -0.2945, 0.3094, 0.3075, 0.1633, 0.2974, 0.3450, -0.1050, -0.4183, -0.4645, -0.3449, -0.2547, 0.1164, -0.1311, 0.4945, 0.2853, -0.0155, 0.1681, 0.3049, -0.4087, -0.7148, -0.2816, -0.3240, 0.0592, 0.4327, 0.1556, 0.2929, 0.3578, 0.1610, 0.2574, 0.3233, -0.2975, -0.6661, 0.1353, -0.3588, -0.4331, -0.4443, 0.3518, 0.2901, 0.1957, -0.0957, 0.2426, 0.2344, 0.2574, 0.3023, -0.5241, 0.0303, -0.5142, -0.3463, 0.0000, 0.3456, 0.3017, -0.2941, 0.4816, 0.2495, 0.2255, -0.1012, 0.1990, -0.5479, -0.6478, -0.2928, -0.3173, -0.4618, 0.3369, 0.2555, 0.2884, 0.3588, 0.2765, 0.2096, 0.2766, 0.2682]}


(4)
{"formula": "C3H10NO2P", "method": "ωB97M-V/def2-TZVPD", "homo_energy_ev": -9.74, "smiles": "CC(C)(N)[P@H](=O)O", "e_above_lowest_kj_mol": 227.1, "total_charge": 0, "elements": ["C", "C", "C", "N", "P", "O", "O", "H", "H", "H", "H", "H", "H", "H", "H", "H", "H"], "xyz": [[0.84, -1.14, -0.48], [0.21, 0.17, 0.14], [0.93, 1.47, -0.46], [0.14, 0.09, 1.55], [-1.55, 0.07, -0.48], [-2.43, 1.20, -0.69], [-2.29, -1.05, 0.45], [0.10, -1.97, -0.44], [1.63, -1.44, 0.21], [1.26, -0.98, -1.40], [2.05, 1.48, -0.67], [0.64, 2.22, 0.21], [0.49, 1.44, -1.42], [0.96, -0.42, 1.92], [0.08, 1.03, 1.95], [-1.43, -0.86, -1.52], [-1.64, -1.31, 1.11]], "mulliken_charge": [-1.4858, 0.8259, -1.4011, -0.5998, 0.6828, -0.6402, -0.5196, 0.3999, 0.4320, 0.3865, 0.3024, 0.3721, 0.4436, 0.2235, 0.2452, 0.0019, 0.3306]}